1.
The following is a DFT calculation (ωB97M-V/def2-TZVPD) of C4H4N2S in the gas phase in a non-equilibrium geometry.

Atoms and positions in Å:
H 1.124275 1.993817 -0.137981
N 0.140538 1.628385 -0.045942
C 0.286339 0.261956 -0.299829
C 1.436231 -0.567813 -0.176583
C 2.649604 -0.949096 0.309036
N -0.915163 -0.553068 -0.240020
C -2.044447 0.199852 0.170899
S -3.530415 -0.444020 -0.003741
H 3.599813 -1.412244 0.023260
H -0.926137 -1.500562 -0.326352
H -1.820641 1.342793 0.727252

Forces on atoms 1 to 3 (eV/Å):
H -1.1035 -0.3198 0.4193
N 2.6881 -4.9787 -2.1739
C -3.0192 2.6416 2.6485

As for the LUMO energy: -0.048 Eh. For the frontier orbital gap, the calculation gives 7.43 eV. As for the multiplicity: 1. The calculation puts the HOMO energy at -0.3211 hartree. The total energy is -662.33107 Eh.

Charges per atom according to Mulliken partitioning, unit e:
1 H 0.26
2 N -0.63
3 C 0.65
4 C -0.28
5 C -0.32
6 N -0.13
7 C -0.10
8 S -0.28
9 H 0.32
10 H 0.21
11 H 0.30


2.
The following is a DFT calculation (ωB97M-V/def2-TZVPD) of a molecular structure, C11H14Cl2CrN9SeSi.

Atoms and positions in Å:
Cr -0.285371 1.477891 -0.113440
N 0.950994 3.130128 2.597331
C 1.864721 2.550815 1.744397
N 3.171019 2.631336 1.929582
N 3.684995 1.946707 0.883023
N 2.755271 1.480344 0.133861
N 1.550380 1.851313 0.654451
C -0.409846 2.951124 2.545959
N -1.234250 3.458851 3.449150
N -2.454999 3.056635 3.031550
N -2.364983 2.364534 1.956302
N -1.055256 2.267684 1.599808
H 1.323042 3.609326 3.396477
Cl -5.823780 2.231122 -1.243989
C -4.289969 1.644035 -0.518879
Cl -4.468761 0.010819 0.133152
H -4.019757 2.292460 0.304358
H -3.526790 1.633285 -1.292009
Se -0.873873 1.996682 -2.188143
C -1.044008 -1.783605 1.126018
Si -0.536357 -0.902076 -0.490079
C -1.669356 -1.600323 -1.846376
C 1.126509 -1.750721 -0.966580
C 1.995902 -1.138572 -1.875364
C 3.170523 -1.754942 -2.284327
C 3.518569 -3.004155 -1.786035
C 2.680766 -3.627745 -0.871638
C 1.504363 -3.002101 -0.474266
H -1.188328 -2.863971 1.014249
H -1.976152 -1.354888 1.502732
H -0.274297 -1.619738 1.886676
H -1.662095 -2.696248 -1.825485
H -1.275033 -1.262982 -2.807483
H -2.697121 -1.244199 -1.765481
H 1.749951 -0.148669 -2.246249
H 3.829386 -1.246479 -2.979643
H 4.442532 -3.481182 -2.095208
H 2.945574 -4.598330 -0.464439
H 0.865878 -3.504171 0.246045

Forces on atoms 1 to 3 (eV/Å):
Cr -0.0751 0.0761 -0.2361
N 0.0310 -0.0207 -0.0845
C -0.0424 0.0112 0.0919

As for the LUMO energy (alpha / beta): 0.169 / 0.169 Eh. For the frontier orbital gap (alpha / beta), the calculation gives 6.10 / 6.09 eV. The total charge is -2. As for the multiplicity: 2. The calculation puts the HOMO energy (alpha / beta) at -0.0554 / -0.0550 hartree. The total energy is -5576.20565 Eh.

Charges per atom according to Mulliken partitioning, unit e:
1 Cr 0.70
2 N -0.14
3 C 0.39
4 N -0.54
5 N -0.61
6 N -0.41
7 N 0.23
8 C 0.41
9 N -0.57
10 N -0.66
11 N -0.33
12 N 0.23
13 H 0.22
14 Cl -0.26
15 C 0.33
16 Cl -0.19
17 H 0.17
18 H -0.16
19 Se -0.89
20 C -1.21
21 Si 0.87
22 C -1.16
23 C 0.32
24 C -0.35
25 C -0.53
26 C -0.35
27 C -0.52
28 C -0.10
29 H 0.32
30 H 0.26
31 H 0.30
32 H 0.37
33 H 0.29
34 H 0.27
35 H 0.12
36 H 0.33
37 H 0.33
38 H 0.35
39 H 0.18


3.
The following is a DFT calculation (ωB97M-V/def2-TZVPD) of a molecular structure, C6H17N3 in a non-equilibrium geometry.

Atoms and positions in Å:
C 0.034858 -1.638347 0.173543
C -1.305511 -2.073431 -0.427709
C 1.645824 -1.511556 -1.827905
C 0.781819 -0.760649 -0.847006
N -0.200578 -1.037198 1.474933
N 0.733845 0.496538 -0.922036
H 0.647616 -2.532583 0.339155
H 0.666869 -0.717271 1.888185
H -0.838578 -0.250320 1.416135
H 0.986927 1.392766 0.462368
H -1.821653 -2.725300 0.274371
H -1.936102 -1.205868 -0.617840
H -1.165006 -2.607326 -1.365899
H 2.493598 -1.955339 -1.303449
H 1.086831 -2.326733 -2.287421
H 2.010738 -0.840337 -2.600979
C -1.664778 1.756682 -0.297187
C 1.151918 2.060221 1.466698
N -1.459026 2.119076 0.959257
H -1.176192 3.097929 1.019266
H -2.403893 0.968891 -0.437040
H -0.438761 0.991879 -0.617650
H -1.715160 2.513482 -1.087771
H 0.696563 1.722120 2.389852
H 2.236885 1.962254 1.539310
H 0.950946 3.100423 1.236818

Forces on atoms 1 to 3 (eV/Å):
C -0.5084 0.0698 -0.2666
C 0.1941 -0.1466 0.1476
C 0.6308 0.1509 0.4482

As for the LUMO energy (alpha / beta): -0.014 / -0.014 Eh. For the frontier orbital gap (alpha / beta), the calculation gives 8.08 / 8.08 eV. As for the multiplicity: 1. The calculation puts the HOMO energy (alpha / beta) at -0.3114 / -0.3113 hartree. The total energy is -402.91430 Eh.

Charges per atom according to Mulliken partitioning, unit e:
1 C -0.13
2 C -1.10
3 C -1.37
4 C 0.86
5 N -0.66
6 N -0.85
7 H 0.40
8 H 0.29
9 H 0.26
10 H 0.34
11 H 0.35
12 H 0.13
13 H 0.35
14 H 0.32
15 H 0.31
16 H 0.38
17 C -0.38
18 C -1.27
19 N -0.45
20 H 0.28
21 H 0.23
22 H 0.29
23 H 0.34
24 H 0.31
25 H 0.37
26 H 0.38


4.
The following is a DFT calculation (ωB97M-V/def2-TZVPD) of C4H4S2 in the gas phase.

Atoms and positions in Å:
C -0.772177 -1.835255 0.695116
C -1.387900 0.429572 1.325767
C 0.371085 0.238332 -0.492205
C -0.429359 0.903944 0.569186
S 0.460925 -1.602599 -0.309975
S -2.561187 0.376928 2.366126
H -0.944505 -2.866632 0.983918
H 1.402162 0.591553 -0.492284
H -0.052684 0.399601 -1.488099
H -0.152788 1.936112 0.755777

Forces on atoms 1 to 3 (eV/Å):
C 0.1573 0.5383 -0.1357
C -0.2974 -0.3871 0.3618
C 0.0177 -0.4462 -0.1083

As for the LUMO energy: -0.012 Eh. For the frontier orbital gap, the calculation gives 7.56 eV. As for the multiplicity: 1. The calculation puts the HOMO energy at -0.2902 hartree. The total energy is -951.03716 Eh.

Charges per atom according to Mulliken partitioning, unit e:
1 C -0.36
2 C -0.27
3 C -0.50
4 C 0.20
5 S 0.02
6 S -0.36
7 H 0.25
8 H 0.37
9 H 0.30
10 H 0.33


5.
The following is a DFT calculation (ωB97M-V/def2-TZVPD) of a molecular structure, C29H45BF6N8O2S3SbW in a non-equilibrium geometry.

Atoms and positions in Å:
W 1.296603 -2.371573 -0.557919
C -3.608673 -4.603531 -0.819581
C -2.646906 -3.587138 -0.265872
C -2.778386 -3.162738 1.006558
C -2.152886 -2.083607 1.770813
N -0.877024 -1.825958 1.737374
N -0.582652 -2.366304 -0.910258
B 1.251749 -0.013391 -0.824730
N 0.487942 0.510705 -2.017648
N -0.103579 1.723530 -1.893017
C -0.613875 2.240335 -2.989513
C -0.502237 1.561973 -4.239449
C 0.090658 0.338080 -4.346495
C 0.246486 -0.407731 -5.637733
C 0.566962 -0.197461 -3.129009
S 1.337575 -1.743824 -3.015034
C -1.308895 3.582775 -2.915713
C -1.312050 4.121973 -1.491648
C -2.758756 3.400569 -3.398542
C -0.569932 4.567762 -3.841495
N 1.498830 1.073340 0.298373
N 0.716086 1.658069 1.138006
C 1.309001 2.615727 1.926795
C 2.699081 2.848449 1.881047
C 3.529450 2.217894 0.978811
C 4.996410 2.448112 0.862036
C 2.830548 1.324610 0.142911
S 3.270786 0.348480 -1.160291
C 0.464333 3.403226 2.891354
C 0.869898 4.894731 2.821402
C -1.025908 3.280746 2.586437
C 0.762546 2.852567 4.305005
C -1.616102 -3.109410 -1.217804
S -1.757612 -3.582404 -2.835692
C -3.033362 -1.282087 2.695546
C -4.386332 -0.989027 2.020045
C -2.363263 0.026419 3.114305
C -3.247577 -2.175582 3.946816
H -4.446850 -4.766157 -0.146428
H -3.096732 -5.558292 -0.968261
H -4.021831 -4.287565 -1.782768
H -3.630336 -3.580991 1.531318
H -0.900335 2.036919 -5.127317
H -0.218966 0.132671 -6.457993
H -0.204627 -1.400142 -5.574823
H 1.302808 -0.547323 -5.878051
H -1.809064 3.433067 -0.806854
H -1.849634 5.069371 -1.475034
H -0.296684 4.302389 -1.128590
H -3.297525 2.674401 -2.785800
H -2.815075 3.084849 -4.441292
H -3.277915 4.355846 -3.326410
H 0.481597 4.669048 -3.565615
H -1.038268 5.548107 -3.760243
H -0.623975 4.275417 -4.890904
H 3.120277 3.562177 2.576237
H 5.315037 3.272118 1.495485
H 5.278125 2.670605 -0.169531
H 5.544010 1.550805 1.163181
H 0.899190 5.264583 1.794659
H 1.831247 5.093825 3.294193
H 0.127726 5.477632 3.364361
H -1.259645 3.606524 1.574627
H -1.570173 3.920560 3.279425
H -1.386986 2.263113 2.712588
H 1.823376 2.898246 4.556282
H 0.422374 1.820110 4.410189
H 0.225366 3.464841 5.029696
H -4.269635 -0.595030 1.008514
H -4.913004 -0.240235 2.609607
H -5.028813 -1.868517 1.981656
H -2.103986 0.638110 2.246802
H -1.478289 -0.128436 3.742699
H -3.060932 0.597350 3.724335
H -3.700046 -3.137473 3.704609
H -3.934540 -1.650382 4.611168
H -2.314904 -2.349493 4.485191
C 5.719577 -3.618083 -0.511994
O 4.849078 -2.867987 0.436177
C 3.686093 -2.521430 0.090122
O 3.190864 -2.699541 -1.118323
N 2.782854 -1.947023 0.877944
N 0.112096 -2.633211 1.241719
H 6.688125 -3.625914 -0.029209
H 5.743685 -3.092593 -1.460543
H 5.315617 -4.619824 -0.612200
H 3.003675 -1.941362 1.867926
H -0.550543 -1.003544 2.240040
H -0.169904 -3.615912 1.295187
F 1.148997 -4.031165 -1.839855
Sb 1.277288 -5.886159 -0.829319
F 1.842803 -4.320656 0.363612
F -0.346027 -5.275904 -0.125039
F 1.565384 -7.033504 0.537242
F 0.344687 -6.560215 -2.228229
F 2.994352 -5.816929 -1.422355

Forces on atoms 1 to 3 (eV/Å):
W -0.5287 -0.4792 -0.3913
C 0.1253 -0.0167 0.0263
C 0.0006 -0.1270 -0.0919

As for the LUMO energy (alpha / beta): -0.493 / -0.537 Eh. For the frontier orbital gap (alpha / beta), the calculation gives 6.24 / 4.89 eV. The total charge is +4. As for the multiplicity: 4. The calculation puts the HOMO energy (alpha / beta) at -0.7219 / -0.7169 hartree. The total energy is -3845.08581 Eh.

Charges per atom according to Mulliken partitioning, unit e:
1 W 2.27
2 C -1.99
3 C 0.74
4 C -1.14
5 C 0.18
6 N 0.51
7 N 0.19
8 B -0.44
9 N 0.46
10 N -0.87
11 C -0.16
12 C -0.29
13 C 0.00
14 C -1.79
15 C 1.18
16 S -0.22
17 C 2.08
18 C -1.92
19 C -1.65
20 C -1.64
21 N 0.85
22 N -0.52
23 C -0.06
24 C 0.00
25 C 0.02
26 C -1.77
27 C 0.86
28 S -0.08
29 C 2.11
30 C -1.68
31 C -1.54
32 C -1.54
33 C 0.84
34 S 0.22
35 C 2.26
36 C -1.65
37 C -2.52
38 C -1.59
39 H 0.47
40 H 0.41
41 H 0.51
42 H 0.59
43 H 0.51
44 H 0.44
45 H 0.40
46 H 0.41
47 H 0.34
48 H 0.54
49 H 0.33
50 H 0.37
51 H 0.39
52 H 0.47
53 H 0.37
54 H 0.47
55 H 0.39
56 H 0.55
57 H 0.44
58 H 0.42
59 H 0.36
60 H 0.35
61 H 0.41
62 H 0.47
63 H 0.22
64 H 0.63
65 H -0.05
66 H 0.39
67 H 0.24
68 H 0.47
69 H 0.36
70 H 0.46
71 H 0.43
72 H 0.57
73 H 0.40
74 H 0.62
75 H 0.39
76 H 0.45
77 H 0.40
78 C -0.65
79 O -0.37
80 C 0.55
81 O -0.66
82 N -0.31
83 N -1.17
84 H 0.30
85 H 0.34
86 H 0.29
87 H 0.20
88 H 0.15
89 H 0.29
90 F -0.61
91 Sb 2.23
92 F -0.88
93 F -0.50
94 F -0.44
95 F -0.45
96 F -0.44


6.
The following is a DFT calculation (ωB97M-V/def2-TZVPD) of C4H9NO2S in the gas phase in a non-equilibrium geometry.

Atoms and positions in Å:
C 3.255099 0.555776 -0.159906
C 2.400863 -0.372474 0.639359
S 0.655264 -0.226835 0.185370
O 0.408895 -0.304142 -1.279226
O 0.125056 -1.610431 0.933321
C -1.181146 0.572605 0.240000
N -2.130800 -0.195312 0.378995
C -3.373091 -0.040174 -0.385925
H 2.847308 0.664855 -1.133832
H 4.212104 -0.064780 -0.178797
H 3.353111 1.470916 0.425882
H 2.404141 -0.140408 1.771593
H -0.677885 -1.664489 0.484842
H -1.195678 1.500520 -0.274687
H -3.359157 -0.753421 -1.197405
H -4.288440 -0.448539 0.209785
H -3.455645 1.056327 -0.659368

Forces on atoms 1 to 3 (eV/Å):
C 1.1714 -1.2629 1.7022
C -3.1115 1.0671 1.2351
S -0.3909 -2.1330 -0.2140

As for the LUMO energy (alpha / beta): -0.002 / -0.002 Eh. For the frontier orbital gap (alpha / beta), the calculation gives 8.05 / 8.05 eV. As for the multiplicity: 1. The calculation puts the HOMO energy (alpha / beta) at -0.2972 / -0.2973 hartree. The total energy is -761.02581 Eh.

Charges per atom according to Mulliken partitioning, unit e:
1 C -0.80
2 C -0.38
3 S 0.79
4 O -0.59
5 O -0.44
6 C -0.01
7 N -0.42
8 C -0.73
9 H 0.33
10 H 0.26
11 H 0.25
12 H 0.22
13 H 0.33
14 H 0.37
15 H 0.27
16 H 0.23
17 H 0.31